(1)
C5H6O2S | ωB97M-V with the def2-TZVPD basis set

Last column: natural (NBO) charge in e.
Cartesian coordinates (Å):
H -2.137898 0.694413 -0.321569  0.17
H 2.230902 0.341244 0.560645  0.49
H 0.003020 -1.475229 1.337696  0.28
O 2.170771 -1.089101 -0.443539  -0.69
H -1.004973 3.507379 -1.108629  0.25
C -0.219383 1.659331 -0.192144  -0.04
C 0.794429 -0.737073 -0.795535  0.01
O 1.494280 0.585064 1.128578  -0.65
C -0.563171 2.833465 -0.338610  -0.22
H 0.411699 -0.352869 -1.641839  0.20
S -2.005453 -1.041955 0.080277  -0.01
C 0.460286 0.395982 0.242959  0.12
H 2.128062 -2.030552 -1.498342  0.50
C -0.282823 -0.815172 0.401212  -0.41

Forces on the atoms, in the same order (eV/Å):
0.112 -3.749 0.857
1.100 0.140 0.465
-0.136 1.527 -2.119
-2.150 -4.741 -6.768
0.639 -0.246 1.541
0.670 0.721 0.780
0.358 0.953 6.958
-0.102 0.573 0.153
-0.610 -1.635 -2.077
-0.493 0.207 -3.770
-0.346 4.251 -1.164
-0.548 2.227 -0.339
0.958 3.695 4.550
0.548 -3.923 0.933

Values from the calculation:
Lowest unoccupied orbital energy ... -0.80 eV
Spin multiplicity ... 1
Molar mass ... 130.17 g/mol
Net charge ... 0
Energy relative to the best compared isomer or geometry (same formula, charge and spin) ... 8.453 eV
E_tot ... -20203.7532 eV


(2)
C5H6O3 | ωB97M-V with the def2-TZVPD basis set

Last column: natural (NBO) charge in e.
Cartesian coordinates (Å):
H 1.275820 -0.146325 1.511253  0.22
H -0.404992 0.245438 1.953037  0.24
C 0.801129 -0.333876 -0.999241  -0.45
C -0.094719 0.699618 -0.067365  0.15
H 1.112616 2.177525 -0.716974  0.47
H 0.238073 -2.493309 0.233622  0.24
C -0.019323 -1.324741 0.095752  0.09
H 1.806427 -0.263529 -0.474081  0.22
H 0.654080 -0.450946 -2.102208  0.24
C 0.231237 -0.071329 1.121772  -0.44
O 0.149723 2.107826 -0.016579  -0.67
O -2.753352 0.729336 -0.082219  -0.55
O -1.427623 -1.100136 -0.135169  -0.49
C -1.569098 0.224445 -0.321604  0.73

Forces on the atoms, in the same order (eV/Å):
-0.612 0.738 -0.752
-0.275 -1.037 0.094
-1.839 -0.495 3.274
0.976 2.111 -3.407
-4.610 0.084 3.422
-0.752 3.073 -0.173
1.073 0.184 0.155
-0.800 -0.116 -1.742
0.375 0.148 1.134
0.926 -2.646 1.647
4.367 -0.933 -3.928
6.368 -1.738 -2.351
0.012 -1.042 -1.431
-5.209 1.669 4.058

Values from the calculation:
Lowest unoccupied orbital energy ... 0.28 eV
Spin multiplicity ... 1
Molar mass ... 114.10 g/mol
Net charge ... 0
Energy relative to the best compared isomer or geometry (same formula, charge and spin) ... 4.058 eV
E_tot ... -11420.3544 eV


(3)
C5H6O3 | ωB97M-V with the def2-TZVPD basis set

Last column: natural (NBO) charge in e.
Cartesian coordinates (Å):
H -2.244186 1.238808 -1.426493  0.23
H -0.726784 2.534808 0.260660  0.21
H -2.414169 -0.928876 -1.160529  0.25
O 0.693088 -1.314413 0.153882  -0.46
C -1.673478 -0.718006 -0.337015  -0.28
H -0.645332 -1.244843 1.529509  0.21
O 0.722530 1.196682 0.408113  -0.49
C -0.703755 1.521005 0.352378  -0.14
H -1.143473 1.334480 1.471110  0.18
C -1.550099 0.658554 -0.517235  -0.15
C -0.703710 -1.407121 0.398622  -0.17
O 2.206508 0.072250 -0.613235  -0.58
H -0.813604 -2.505512 0.491960  0.23
C 1.132799 -0.065269 -0.022800  0.95

Forces on the atoms, in the same order (eV/Å):
2.067 -1.846 2.997
-0.238 2.664 -0.929
0.987 -1.706 1.353
-0.633 2.013 -0.999
-1.927 6.027 -4.501
-1.291 0.722 -1.023
-2.546 -1.963 0.144
-0.189 -3.411 3.977
0.930 0.375 -2.296
-1.952 -0.056 -1.769
1.239 -4.315 5.512
-1.679 -1.259 1.000
-0.432 0.441 -0.832
5.663 2.315 -2.635

Values from the calculation:
Lowest unoccupied orbital energy ... 0.16 eV
Spin multiplicity ... 1
Molar mass ... 114.10 g/mol
Net charge ... 0
Energy relative to the best compared isomer or geometry (same formula, charge and spin) ... 3.521 eV
E_tot ... -11420.8910 eV


(4)
C5H6O3 | ωB97M-V with the def2-TZVPD basis set

Last column: natural (NBO) charge in e.
Cartesian coordinates (Å):
H -0.083024 -2.130388 -0.528236  0.23
O -0.255027 -0.066818 1.917335  -0.51
H 0.003402 -2.561799 1.214132  0.24
C -0.468504 -0.517868 0.832609  0.51
C -1.120735 0.467942 -0.433697  0.68
H -1.566777 -2.279706 0.433232  0.26
H 1.498879 -0.129110 -0.816696  0.22
C -0.517862 -1.972153 0.458298  -0.74
H 2.363442 2.215439 -0.269228  0.25
O -0.516790 0.426523 -1.572940  -0.51
C 0.930926 0.768424 -0.640217  0.09
C 1.302089 1.989663 -0.318522  -0.42
H 0.585587 2.785839 -0.156824  0.25
O -2.155604 1.004011 -0.119245  -0.56

Forces on the atoms, in the same order (eV/Å):
-0.073 -0.053 -0.017
0.139 -0.177 -0.200
-0.040 -0.021 -0.087
-1.456 0.871 -1.088
-1.920 -1.231 3.716
0.039 0.084 -0.083
0.070 0.060 0.057
0.379 -0.074 0.329
-0.122 -0.278 0.691
3.320 1.246 1.477
-0.338 -0.066 -3.250
-0.776 -0.333 -0.394
0.049 0.067 -0.389
0.727 -0.096 -0.763

Values from the calculation:
Lowest unoccupied orbital energy ... -0.55 eV
Spin multiplicity ... 1
Molar mass ... 114.10 g/mol
Net charge ... 0
Energy relative to the best compared isomer or geometry (same formula, charge and spin) ... 3.474 eV
E_tot ... -11420.9377 eV


(5)
C5H6O3Sn | ωB97M-V with the def2-TZVPD basis set

Last column: natural (NBO) charge in e.
Cartesian coordinates (Å):
O 2.175775 -0.743431 0.038552  -0.70
C -4.826586 -0.435102 -0.404493  -0.01
O -0.232083 0.832599 0.319986  -1.00
C -1.431922 0.723093 -0.365146  -0.05
O 2.410146 -1.273291 -2.199066  -0.32
H -3.327271 -0.810145 -1.802791  0.22
H -1.191213 0.501135 -1.423054  0.17
C -2.377741 -0.361188 0.155867  -0.45
H -1.823600 -1.313670 0.212101  0.19
C -3.566446 -0.550444 -0.761735  -0.35
H -2.720504 -0.099801 1.167634  0.22
H -5.404268 -0.589468 0.508301  0.19
H -1.963509 1.692594 -0.337906  0.21
C 2.238681 -0.856463 -1.139231  1.11
Sn 0.943874 0.058350 1.297170  1.56

Forces on the atoms, in the same order (eV/Å):
2.567 -0.851 -3.256
0.537 -1.017 0.266
-4.606 3.152 -4.301
-1.692 0.440 -1.794
-0.665 1.705 1.383
-0.069 0.351 0.205
-0.256 0.197 0.321
0.210 -0.083 0.473
-0.043 0.061 0.034
-0.393 0.185 -0.191
0.114 -0.131 -0.216
0.098 0.679 -0.307
0.360 -0.369 -0.031
1.405 -3.024 -2.590
2.433 -1.296 10.003

Values from the calculation:
Lowest unoccupied orbital energy (spin up / spin down) ... -5.30 / -5.29 eV
Spin multiplicity ... 2
Molar mass ... 232.81 g/mol
Net charge ... +1
⟨S²⟩ ... 0.764
Energy relative to the best compared isomer or geometry (same formula, charge and spin) ... 0.000 eV
E_tot ... -17244.0829 eV


(6)
C5H6OS2 | ωB97M-V with the def2-TZVPD basis set

Last column: natural (NBO) charge in e.
Cartesian coordinates (Å):
C 3.227343 0.078377 0.112493  0.44
O 3.351771 -1.103876 -0.249925  -0.52
C 0.985841 1.356839 -0.306454  -0.15
H 1.163446 -0.067708 1.273480  0.24
H 1.371554 2.256971 -0.863785  0.21
C -2.060824 -0.831061 0.197441  -0.48
C 1.880521 0.761688 0.869383  -0.57
H -0.724479 1.190000 -1.537664  0.24
H 4.091643 0.919361 -0.225712  0.11
S -3.155872 0.287010 0.132478  0.09
H 2.310645 1.353758 1.798508  0.25
C -0.272360 0.873639 -0.602014  -0.40
S -0.305293 -0.812486 -0.157814  0.34
H -2.211468 -1.850646 0.334863  0.18

Forces on the atoms, in the same order (eV/Å):
0.090 -0.763 -1.189
-0.598 3.946 1.505
-0.071 1.529 0.988
2.065 1.366 -0.289
-0.459 -0.904 0.778
2.602 -0.949 -0.752
0.547 -1.751 -0.377
-0.454 0.092 0.429
-2.020 -1.953 0.989
-0.919 1.251 0.090
-1.156 -0.427 -2.362
4.648 -0.059 -0.471
-3.092 0.435 0.012
-1.182 -1.814 0.647

Values from the calculation:
Lowest unoccupied orbital energy ... -0.27 eV
Spin multiplicity ... 1
Molar mass ... 146.24 g/mol
Net charge ... 0
Energy relative to the best compared isomer or geometry (same formula, charge and spin) ... 3.560 eV
E_tot ... -28996.3961 eV


(7)
C5H6OS2 | ωB97M-V with the def2-TZVPD basis set

Last column: natural (NBO) charge in e.
Cartesian coordinates (Å):
S -3.328039 -2.769973 -0.753273  0.12
H 2.456425 0.429015 1.420820  0.24
S -0.194570 2.263215 -0.198344  1.22
H 2.446048 -0.080812 -0.414744  0.24
C -1.335372 -1.133632 0.134245  -0.24
C -0.139025 -0.390335 0.392089  -0.17
C -2.543437 -1.405190 -0.848417  -0.34
H -2.965638 -0.581244 -1.545702  0.22
H 2.685441 1.724069 0.082459  0.26
O 0.757416 3.331134 -0.329101  -0.91
H 0.614408 -1.020219 0.905647  0.21
C 2.125285 0.802730 0.343155  -0.67
C 0.618781 0.909252 0.267751  -0.36
H -1.197724 -2.078012 0.543414  0.20

Forces on the atoms, in the same order (eV/Å):
-0.487 -1.231 -0.046
-0.680 0.821 -2.186
0.069 -2.466 0.870
-0.618 2.061 1.726
1.668 1.670 -1.904
-0.952 -0.941 -0.073
1.094 4.172 0.608
1.166 -1.212 1.122
-0.652 -0.566 0.208
1.009 2.286 -0.464
-0.976 -0.069 0.098
1.091 -2.258 0.392
-1.959 -0.674 -1.412
0.229 -1.592 1.061

Values from the calculation:
Lowest unoccupied orbital energy ... -1.51 eV
Spin multiplicity ... 1
Molar mass ... 146.24 g/mol
Net charge ... 0
Energy relative to the best compared isomer or geometry (same formula, charge and spin) ... 4.043 eV
E_tot ... -28995.9125 eV


(8)
C5H6OS3 | ωB97M-V with the def2-TZVPD basis set

Last column: natural (NBO) charge in e.
Cartesian coordinates (Å):
C 0.040423 0.290607 -1.112093  -0.45
S 1.130631 2.596026 -2.458693  -0.16
C 0.845893 0.991933 0.009078  -0.32
C -0.400395 -1.319636 0.719881  -0.58
H -1.724965 -1.083982 -1.033650  0.23
C 0.724737 0.830587 1.269789  -0.12
H 0.683979 -1.627348 0.507484  0.24
S 1.784093 2.409211 -0.640897  0.33
H 0.749192 -0.540427 -1.576131  0.23
H -1.695678 0.317966 0.092462  0.21
H -0.412813 0.985056 -1.943716  0.27
S -0.248900 -0.273209 2.290893  1.25
O 0.655694 -0.945578 3.229808  -0.94
H -1.063397 -2.173680 1.064865  0.24
C -1.068495 -0.457526 -0.419081  -0.43

Forces on the atoms, in the same order (eV/Å):
0.317 -1.617 -1.186
0.691 0.915 -0.268
-0.689 1.181 -3.431
-0.430 -0.599 0.506
0.365 0.234 -0.089
-0.299 -0.484 2.062
-1.729 0.119 0.201
0.029 -0.177 0.086
-1.261 1.969 0.421
0.082 -0.681 -0.415
1.323 -1.347 1.898
0.544 0.196 -1.414
-0.051 -0.209 0.107
1.004 0.773 -0.541
0.103 -0.273 2.063

Values from the calculation:
Lowest unoccupied orbital energy (spin up / spin down) ... -2.06 / -1.68 eV
Spin multiplicity ... 1
Molar mass ... 178.30 g/mol
Net charge ... 0
Energy relative to the best compared isomer or geometry (same formula, charge and spin) ... 2.821 eV
E_tot ... -39830.5311 eV


(9)
C5H6OSi | ωB97M-V with the def2-TZVPD basis set

Last column: natural (NBO) charge in e.
Cartesian coordinates (Å):
H 1.113888 -2.543874 0.790193  0.14
O -0.434777 -2.124858 -0.480456  -0.53
H 1.344658 1.078987 2.619402  -0.24
H -1.574839 0.233105 -0.113459  0.21
C 2.262220 2.454521 -0.512080  -0.13
H 1.379760 -1.189515 -0.608274  0.14
Si 0.583530 0.713600 1.299742  0.84
H 2.744834 2.853142 -1.324546  0.22
C -3.306113 1.420296 0.383857  -0.24
C -2.416883 0.688554 0.156024  -0.22
C 0.684405 -1.844901 -0.034612  0.19
H -4.252914 1.912388 0.461717  0.23
C 1.492709 1.858972 0.219989  -0.62

Forces on the atoms, in the same order (eV/Å):
-0.383 1.481 -0.797
2.130 0.981 0.903
-0.316 0.027 -0.668
2.569 -1.994 -0.849
-1.697 -1.225 1.219
-0.235 0.013 0.495
0.422 -0.039 1.170
1.078 0.878 -1.210
-2.860 1.393 0.350
-0.386 0.389 0.071
-1.568 -2.632 -0.814
0.349 0.117 0.231
0.898 0.611 -0.100

Values from the calculation:
Lowest unoccupied orbital energy ... -1.45 eV
Spin multiplicity ... 1
Molar mass ... 110.19 g/mol
Net charge ... 0
Energy relative to the best compared isomer or geometry (same formula, charge and spin) ... 3.465 eV
E_tot ... -15199.5971 eV